C10H12ClN4 | wB97M-V/def2-TZVPD

ΔE to the lowest compared entry with this formula, charge and spin = 12.7 kJ/mol
HOMO-LUMO gap = 0.330 Eh
net charge = +1
SMILES = ClCCCN1NN=[N+]=C1c1ccccc1
HOMO level = -13.244 eV
spin multiplicity = 1

CARTESIAN COORDINATES (ANGSTROEM)
Cl1 2.783371 -2.818702 -0.440350
N1 0.681797 2.863848 1.813123
N2 -0.496193 2.504337 1.396891
N3 1.500563 1.891820 1.542257
N4 0.866582 0.871144 0.965026
C1 -1.509895 0.491841 0.312556
C2 1.544939 -0.356781 0.526184
C3 -3.357281 0.373240 -1.215855
C4 2.637040 -0.036143 -0.487424
C5 -3.618358 -0.922181 -0.782326
C6 3.160209 -1.271037 -1.239765
C7 -1.778075 -0.803619 0.761576
C8 -0.412327 1.265291 0.882242
C9 -2.835952 -1.506456 0.208547
C10 -2.305309 1.091306 -0.664418
H1 -3.064252 -2.504801 0.549890
H2 2.491827 1.917923 1.745282
H3 3.475181 0.449456 0.013845
H4 0.766321 -0.982101 0.103881
H5 2.249113 0.676463 -1.214525
H6 -2.106758 2.105436 -0.979240
H7 -1.188494 -1.248606 1.551792
H8 -3.967742 0.837853 -1.974664
H9 1.942862 -0.859203 1.403241
H10 2.741405 -1.324740 -2.237645
H11 -4.439884 -1.473657 -1.214643
H12 4.239311 -1.231932 -1.325477

Forces on atoms 1 to 3 (eV/Å):
Cl 0.013 -0.073 0.094
N 0.084 -0.186 -0.343
N -0.193 0.222 0.177